# 1
{
  "formula": "C39H46ClN8O7P",
  "method": "wB97M-V/def2-TZVPD",
  "largest_force_ev_per_a": 7.67,
  "orbital_gap_ev": 6.779,
  "smiles": "[H]/N=C/Cc1c(C[C@H](C)Cl)c(CON=O)c(OCCOCC)c2nc(CP(=O)(O)O)cnc12.c1ccncc1.c1ccncc1.c1ccncc1.c1ccncc1",
  "total_energy_ev": -89233.049,
  "symbols": ["H", "N", "C", "C", "C", "C", "C", "C", "C", "Cl", "C", "C", "O", "N", "O", "C", "O", "C", "C", "O", "C", "C", "C", "N", "C", "C", "P", "O", "O", "O", "C", "N", "C", "H", "H", "H", "H", "H", "H", "H", "H", "H", "H", "H", "H", "H", "H", "H", "H", "H", "H", "H", "H", "H", "H", "H", "H", "H", "C", "C", "C", "N", "C", "C", "H", "H", "H", "H", "H", "C", "C", "C", "N", "C", "C", "H", "H", "H", "H", "H", "C", "C", "C", "N", "C", "C", "H", "H", "H", "H", "H", "C", "C", "C", "N", "C", "C", "H", "H", "H", "H", "H"],
  "xyz": [[-0.7071, -0.5620, 7.2376], [-1.0923, -1.0016, 6.3728], [-1.0340, -2.3973, 6.4761], [-1.6162, -3.2344, 5.1749], [-0.5305, -3.1208, 3.9083], [0.5596, -4.3479, 3.6569], [0.5970, -5.6826, 4.6110], [2.0504, -6.0057, 5.2971], [2.6541, -7.4756, 4.7755], [1.7497, -6.2566, 7.1468], [1.5683, -4.1254, 2.3419], [2.6869, -5.2394, 1.8971], [4.0735, -4.9031, 2.2556], [4.1406, -3.9900, 3.2416], [5.0940, -4.3072, 3.9386], [1.4734, -2.7628, 1.3846], [2.3820, -2.6020, 0.2017], [3.7054, -2.1156, 0.6221], [4.2929, -0.8568, -0.2513], [5.7855, -0.9212, -0.2154], [6.3159, -0.2637, 0.9888], [7.0094, -1.3246, 2.0738], [0.3564, -1.5504, 1.6674], [0.3628, -0.4076, 0.6910], [-0.7351, 0.5365, 1.0939], [-0.9377, 1.8828, 0.1224], [-2.0113, 1.5145, -1.4306], [-1.1610, 1.6985, -2.7869], [-2.4867, -0.1808, -1.3881], [-3.3893, 2.5842, -1.5956], [-1.7346, 0.4150, 2.3718], [-1.6774, -0.7539, 3.3135], [-0.6313, -1.7664, 2.9422], [-0.6271, -2.8894, 7.4570], [-1.9295, -4.3368, 5.4119], [-2.6216, -2.6714, 4.8629], [0.2530, -6.5937, 3.9213], [-0.1933, -5.6540, 5.4937], [2.8379, -5.1428, 5.2311], [1.7164, -8.1239, 4.4405], [3.4173, -7.3423, 3.8835], [3.1422, -8.0720, 5.6721], [2.6488, -5.2902, 0.7060], [2.3408, -6.3160, 2.2571], [4.4729, -3.0201, 0.4893], [3.6909, -1.7799, 1.7549], [3.9297, 0.1971, 0.1271], [4.0082, -1.0299, -1.3934], [5.5436, 0.3885, 1.5798], [7.2018, 0.4743, 0.6862], [6.3634, -1.4351, 3.0637], [8.0722, -0.9332, 2.4433], [7.1155, -2.3993, 1.6125], [0.0905, 2.3810, -0.1422], [-1.5352, 2.6774, 0.7836], [-3.4716, -0.2558, -1.1877], [-4.2420, 2.0559, -1.7674], [-2.5591, 1.2426, 2.5815], [-8.4315, 4.4745, -2.8307], [-8.8578, 3.2518, -3.3383], [-8.3760, 2.0936, -2.7497], [-7.5114, 2.0820, -1.7116], [-7.1140, 3.2843, -1.2415], [-7.5428, 4.4952, -1.7607], [-8.7886, 5.4037, -3.2653], [-9.5490, 3.2017, -4.1720], [-8.6815, 1.1148, -3.1079], [-6.4175, 3.2478, -0.4085], [-7.1921, 5.4317, -1.3419], [-1.1524, 4.6666, -5.8898], [-1.5608, 4.1841, -4.6509], [-2.1387, 5.0733, -3.7590], [-2.3259, 6.3854, -4.0210], [-1.9177, 6.8250, -5.2313], [-1.3335, 6.0128, -6.1899], [-0.6966, 3.9993, -6.6155], [-1.4327, 3.1406, -4.3862], [-2.4768, 4.7444, -2.7806], [-2.0772, 7.8836, -5.4165], [-1.0265, 6.4196, -7.1467], [3.4880, 5.2716, 1.6687], [4.8059, 4.8292, 1.7113], [5.0647, 3.5072, 1.3864], [4.1095, 2.6194, 1.0334], [2.8392, 3.0775, 1.0027], [2.4821, 4.3813, 1.3069], [3.2465, 6.3013, 1.9155], [5.6124, 5.4978, 1.9904], [6.0775, 3.1151, 1.4017], [2.0899, 2.3440, 0.7183], [1.4453, 4.6951, 1.2637], [-2.1667, -0.2481, -7.4771], [-2.1954, -1.6381, -7.5161], [-1.9361, -2.3324, -6.3453], [-1.6525, -1.7373, -5.1660], [-1.6301, -0.3868, -5.1596], [-1.8796, 0.3938, -6.2769], [-2.3662, 0.3303, -8.3745], [-2.4150, -2.1683, -8.4359], [-1.9498, -3.4183, -6.3238], [-1.3975, 0.0672, -4.2004], [-1.8501, 1.4756, -6.2133]]
}

# 2
{
  "formula": "CH2IPS",
  "method": "wB97M-V/def2-TZVPD",
  "largest_force_ev_per_a": 3.44,
  "e_above_lowest_kcal_mol": 75.4,
  "orbital_gap_ev": [6.463, 6.530],
  "total_energy_ev": -29289.835,
  "symbols": ["C", "P", "S", "I", "H", "H"],
  "xyz": [[0.9179, -0.9863, -0.1002], [-0.5320, 0.1047, 0.0291], [-0.7350, 2.0712, 0.2637], [2.8161, -0.2528, -0.2100], [-1.4389, -0.2500, -0.9403], [-1.0282, -0.6869, 0.9577]]
}

# 3
{
  "formula": "C6H9N",
  "method": "wB97M-V/def2-TZVPD",
  "largest_force_ev_per_a": 6.19,
  "e_above_lowest_kcal_mol": 153.7,
  "orbital_gap_ev": 9.545,
  "smiles": "C1=C[C@@H]2CN2CC1",
  "total_energy_ev": -7851.495,
  "symbols": ["C", "C", "C", "C", "N", "C", "C", "H", "H", "H", "H", "H", "H", "H", "H", "H"],
  "xyz": [[1.1618, -1.0270, 0.1425], [0.0155, -1.5758, 0.1006], [-0.9602, -0.5264, 0.1875], [-1.8859, 0.2873, -0.6533], [-0.6166, 0.6693, -0.3829], [0.4464, 1.4464, 0.1774], [1.6489, 0.4313, 0.1806], [1.9852, -1.6693, 0.5004], [0.0202, -2.6304, 0.1221], [-1.1435, -0.4929, 1.1804], [-2.2390, 0.4751, -1.8537], [-2.8738, 0.4378, 0.1616], [0.4637, 1.6740, 1.3871], [0.8829, 2.4035, -0.5092], [2.6063, 0.5367, -0.3739], [2.0544, 0.3659, 1.2540]]
}

# 4
{
  "formula": "C21H30N4O3S",
  "method": "wB97M-V/def2-TZVPD",
  "largest_force_ev_per_a": 0.82,
  "e_above_lowest_kcal_mol": 21.1,
  "orbital_gap_ev": 8.053,
  "smiles": "CCNC(=S)N(CCN(CC)CC)Cc1cc2cc3c(cc2[nH]c1=O)OCCO3",
  "total_energy_ev": -45202.907,
  "symbols": ["C", "C", "N", "C", "S", "N", "C", "C", "N", "C", "C", "C", "C", "C", "C", "C", "C", "C", "C", "C", "C", "C", "N", "C", "O", "O", "C", "C", "O", "H", "H", "H", "H", "H", "H", "H", "H", "H", "H", "H", "H", "H", "H", "H", "H", "H", "H", "H", "H", "H", "H", "H", "H", "H", "H", "H", "H", "H", "H"],
  "xyz": [[-4.6488, -2.5267, 2.1867], [-3.2178, -2.4900, 1.6724], [-3.1248, -1.5975, 0.5440], [-2.1447, -1.6836, -0.3739], [-0.9830, -2.8689, -0.2963], [-2.1881, -0.7753, -1.3853], [-3.4310, -0.1042, -1.7131], [-3.6259, 1.2590, -1.0304], [-3.8763, 1.1127, 0.4047], [-2.8245, 1.7245, 1.2115], [-2.9374, 1.3917, 2.6944], [-5.2375, 1.4526, 0.7922], [-5.5896, 2.9432, 0.7729], [-1.0738, -0.6891, -2.3136], [0.1613, -0.1037, -1.6762], [1.2381, -0.8648, -1.3709], [2.3995, -0.3198, -0.7495], [3.5264, -1.0842, -0.4381], [4.6276, -0.5099, 0.1613], [4.6086, 0.8594, 0.4933], [3.5077, 1.6334, 0.1718], [2.4066, 1.0575, -0.4542], [1.3085, 1.8000, -0.7928], [0.1702, 1.3272, -1.4083], [-0.7222, 2.1138, -1.6955], [5.6534, 1.4643, 1.1326], [6.5837, 0.5581, 1.6877], [6.8912, -0.5560, 0.6901], [5.7233, -1.2955, 0.4151], [-4.9642, -1.5377, 2.5134], [-5.3227, -2.8626, 1.4025], [-4.7247, -3.2107, 3.0274], [-2.5342, -2.1752, 2.4743], [-2.8995, -3.4831, 1.3436], [-3.5973, -0.6900, 0.6222], [-3.4505, 0.0542, -2.7944], [-4.2634, -0.7669, -1.4527], [-2.7336, 1.8624, -1.2094], [-4.4684, 1.7551, -1.5204], [-2.7961, 2.8171, 1.0806], [-1.8783, 1.3245, 0.8370], [-3.0275, 0.3184, 2.8389], [-2.0403, 1.7320, 3.2057], [-3.7928, 1.8813, 3.1533], [-5.4123, 1.0579, 1.7967], [-5.9038, 0.9147, 0.1113], [-6.6515, 3.0688, 0.9681], [-5.0351, 3.4842, 1.5353], [-5.3624, 3.3837, -0.1953], [-1.3788, -0.0446, -3.1398], [-0.8358, -1.6902, -2.6917], [1.2279, -1.9226, -1.5851], [3.5461, -2.1374, -0.6657], [3.5223, 2.6825, 0.4221], [1.3230, 2.7959, -0.6058], [7.4757, 1.1393, 1.9256], [6.1724, 0.1185, 2.6063], [7.6170, -1.2624, 1.0949], [7.2834, -0.1139, -0.2367]]
}

# 5
{
  "formula": "C2H3NO2S",
  "method": "wB97M-V/def2-TZVPD",
  "largest_force_ev_per_a": 4.61,
  "e_above_lowest_kcal_mol": 128.3,
  "orbital_gap_ev": 9.425,
  "total_energy_ev": -18537.889,
  "symbols": ["C", "C", "N", "O", "O", "S", "H", "H", "H"],
  "xyz": [[-1.2397, 0.7130, -0.5373], [-0.4914, -0.2501, -0.0143], [1.2858, 0.3301, 0.3259], [1.5874, 1.4478, 0.1588], [2.0152, -0.6253, 0.5094], [-0.5696, -1.8086, 0.4885], [-2.3127, 0.6532, -0.8401], [-0.9487, 1.6809, -0.6933], [0.6736, -2.1410, 0.6025]]
}

# 6
{
  "formula": "C2H5O2",
  "method": "wB97M-V/def2-TZVPD",
  "largest_force_ev_per_a": 3.11,
  "e_above_lowest_kcal_mol": 31.2,
  "orbital_gap_ev": 7.169,
  "total_energy_ev": -6249.785,
  "total_charge": -1,
  "symbols": ["O", "H", "O", "C", "C", "H", "H", "H", "H"],
  "xyz": [[1.8191, -2.2654, 0.3800], [1.7037, -1.2999, 0.3724], [0.5041, -0.0384, -0.5657], [-0.6135, 0.4724, -0.1805], [-0.9187, 1.7798, 0.0750], [-1.3226, -0.3340, 0.1078], [-0.1723, 2.4019, -0.3031], [-2.0196, 1.9612, 0.2309], [1.0200, -2.6775, -0.1168]]
}